[1]
{"formula": "C20H44F12N9O26S12", "method": "ωB97M-V/def2-TZVPD", "orbital_gap_ev": 3.473, "total_charge": -3, "lumo_ev": 0.86, "species": ["F", "O", "C", "F", "N", "O", "H", "N", "H", "H", "S", "O", "O", "C", "S", "H", "O", "S", "N", "H", "C", "C", "H", "N", "H", "O", "C", "H", "N", "O", "H", "H", "H", "H", "H", "H", "H", "N", "F", "H", "C", "H", "O", "O", "F", "H", "S", "F", "S", "C", "F", "C", "H", "H", "O", "O", "C", "S", "O", "O", "H", "C", "O", "O", "H", "H", "O", "C", "H", "H", "C", "F", "S", "S", "F", "C", "H", "H", "S", "F", "H", "H", "N", "H", "C", "H", "S", "O", "N", "N", "O", "C", "O", "H", "C", "O", "F", "F", "S", "O", "S", "H", "H", "H", "H", "F", "O", "H", "H", "H", "O", "H", "O", "C", "H", "C", "C", "O", "O", "H", "H", "C", "H"], "positions_angstrom": [[3.257, -0.027, 2.426], [-6.415, 2.560, -2.139], [-3.235, 1.726, -2.762], [-3.409, -2.421, 5.430], [-0.424, 3.256, 2.797], [-5.119, -0.938, 6.039], [1.673, 1.652, 0.712], [1.302, -1.010, 3.157], [4.371, -8.732, -0.296], [-7.394, 2.543, 0.221], [4.463, -0.447, -2.829], [6.780, 2.348, -1.133], [-0.881, 0.008, -0.241], [3.669, -6.672, -0.341], [0.789, 2.553, -3.544], [-5.261, 3.506, 1.105], [-1.378, 5.634, 2.063], [0.447, 3.535, 4.044], [-5.580, -3.116, 4.814], [-4.662, -0.267, 0.783], [-4.108, 2.889, -2.193], [-1.729, -0.029, 2.305], [-5.180, 4.647, -2.825], [-0.446, 0.679, 1.950], [-1.756, -1.041, 1.915], [3.169, -0.479, 4.739], [-5.479, 1.678, -0.200], [-5.125, 3.505, -4.063], [-5.338, 2.261, -1.592], [-7.794, -1.583, 5.203], [3.761, -5.537, -2.184], [-4.487, 2.018, 1.668], [0.377, -2.092, -1.768], [-2.521, 0.626, 1.948], [4.110, -4.133, 0.634], [4.564, -6.243, 0.106], [-2.410, 3.897, -1.450], [2.599, -4.436, -0.891], [-7.929, -3.807, 4.785], [-4.020, 4.599, -0.988], [3.014, -5.782, -1.426], [-3.684, 4.358, -3.806], [7.449, -0.307, -2.234], [3.944, 2.656, -0.732], [8.084, 4.311, -0.566], [-7.513, 0.898, -0.434], [4.405, 4.000, -0.902], [3.413, -1.060, -3.941], [0.893, -2.483, 3.952], [-4.507, 3.904, -3.254], [-1.316, 3.223, -6.673], [0.721, -3.198, 0.118], [-7.076, 1.180, 1.226], [-0.551, 1.683, 2.171], [-1.252, 4.360, -4.582], [4.011, 4.724, -2.073], [-6.932, 1.555, 0.213], [2.834, -1.123, 3.516], [-7.371, -2.493, 2.943], [3.514, -2.305, 3.058], [-2.504, 2.104, -3.480], [-0.049, 0.452, 0.512], [6.871, 4.400, -2.500], [3.547, -0.135, -1.781], [0.323, 0.301, 2.536], [-1.937, -0.078, 3.372], [1.439, -2.727, 5.254], [1.310, 0.855, 0.062], [-5.116, -0.415, -0.843], [4.847, -7.778, -1.733], [-3.359, 3.032, 0.258], [1.303, 1.043, -3.317], [-7.063, -2.476, 4.341], [-0.190, 4.825, 2.202], [3.446, 4.749, 0.213], [-4.713, 2.618, 0.785], [2.754, -3.083, -2.615], [-3.710, 0.433, -0.473], [6.433, -1.113, -1.642], [-0.024, 2.143, 4.800], [3.682, -2.652, -0.208], [2.195, -6.263, -1.958], [5.297, -1.776, -2.661], [1.397, -4.239, -2.575], [4.054, -7.967, -1.007], [1.955, -4.742, 1.121], [-0.348, 3.569, -5.409], [-0.074, 2.726, -2.382], [5.668, 4.500, -0.112], [0.031, 2.131, -4.980], [0.722, 4.293, -6.021], [3.861, -3.718, -0.340], [-4.363, -1.173, 3.676], [-0.357, -3.311, 0.206], [-4.739, 0.323, -0.129], [2.035, 3.228, -3.605], [7.217, -2.520, -1.429], [-0.561, -1.897, 4.416], [-4.798, -1.773, 4.917], [0.555, -3.583, 3.100], [6.694, 3.775, -1.218], [1.884, -0.064, 0.208], [0.908, -5.397, -0.159], [4.647, -3.876, -1.074], [-3.844, 0.951, -3.223], [-0.142, 4.346, 0.653], [4.982, 0.596, -3.665], [-2.708, 2.161, 0.144], [2.938, -6.816, 0.456], [1.076, -2.576, 0.937], [-0.070, 4.464, 5.023], [1.381, 1.104, -0.994], [1.838, 3.242, 3.945], [1.481, -4.528, 0.165], [3.300, -8.517, -1.576], [1.184, -2.557, -1.204], [-3.421, 3.692, -1.093], [1.008, 5.585, 2.362], [5.983, -0.817, -0.312], [-2.530, 1.356, -2.015], [1.819, -1.735, -0.877], [2.012, -3.564, -1.976], [-2.789, 3.654, 0.945]]}



[2]
{"formula": "C20H44LuNOP3S", "method": "ωB97M-V/def2-TZVPD", "orbital_gap_ev": [4.312, 4.311], "total_charge": 3, "lumo_ev": [-12.55, -12.55], "species": ["C", "H", "H", "H", "H", "Lu", "H", "H", "C", "C", "H", "H", "H", "H", "H", "C", "H", "H", "C", "C", "C", "C", "H", "C", "P", "H", "H", "H", "H", "N", "H", "C", "H", "H", "C", "C", "H", "H", "H", "P", "H", "H", "H", "C", "H", "H", "H", "H", "H", "H", "H", "P", "H", "O", "C", "H", "H", "H", "C", "H", "C", "C", "H", "C", "C", "H", "C", "H", "H", "S", "H"], "positions_angstrom": [[3.327, 0.448, 2.375], [-4.336, 2.821, -1.588], [2.147, 3.485, -0.571], [-0.802, -3.223, 1.335], [0.938, 2.529, -4.317], [-0.062, 0.546, 0.097], [-3.369, 0.985, 1.689], [2.065, -2.467, -1.552], [-3.794, -0.175, -1.406], [5.978, 1.018, 1.553], [1.629, 2.776, -2.680], [-0.736, -4.070, -2.411], [-3.458, -0.615, 3.114], [-1.872, 0.771, -3.872], [1.228, 4.520, 0.565], [-0.644, -0.687, 3.160], [-4.864, 0.007, -1.217], [1.364, -1.281, -3.697], [5.003, 0.771, 0.593], [-2.899, -1.548, 2.962], [1.479, -2.869, -0.715], [1.692, -0.253, -3.512], [-0.460, 2.862, -0.200], [-3.729, 1.577, 0.837], [0.311, 0.717, -2.792], [-4.795, 1.364, 0.674], [-2.645, 3.398, -1.711], [2.278, 3.287, 1.184], [-0.004, -2.672, -3.249], [-1.590, -1.488, 3.626], [-3.633, -0.222, -2.492], [-1.110, -3.433, 0.302], [-3.265, 2.180, -2.860], [2.564, -0.279, -2.849], [0.740, 2.451, -3.238], [4.336, 0.632, 3.323], [4.122, 0.481, 4.387], [-0.100, 3.109, -2.978], [1.523, -3.966, -0.710], [-0.261, -2.272, -0.835], [-1.707, -2.605, -2.749], [-3.503, -1.138, -0.962], [-1.034, -0.789, -4.132], [-0.713, -2.973, -2.470], [-2.306, -2.753, 5.134], [0.183, 2.256, 1.439], [-3.464, -2.372, 3.402], [-2.195, -3.277, 0.232], [-0.879, -4.481, 0.055], [2.300, 0.256, 2.691], [6.442, 0.985, 3.651], [-2.766, 1.176, -0.679], [-0.527, 0.657, -5.058], [-0.666, -0.182, 1.974], [5.653, 0.871, 2.915], [1.969, 0.218, -4.462], [-1.184, -1.484, 5.712], [6.982, 1.344, 1.262], [-3.301, 2.524, -1.817], [-3.616, 2.641, 1.082], [-1.397, -2.192, 4.900], [0.431, 2.535, 0.387], [5.076, 0.712, -0.491], [3.683, 0.486, 1.007], [-0.908, 0.300, -4.090], [-0.554, -2.893, 4.819], [1.570, 3.488, 0.364], [0.178, -0.484, 3.859], [1.930, -2.458, 0.198], [2.781, 0.138, -0.381], [-2.757, -1.720, 1.888]]}



[3]
{"formula": "C20H44N2O4", "method": "ωB97M-V/def2-TZVPD", "orbital_gap_ev": 8.533, "lumo_ev": 0.43, "smiles": "CC1(C)CCCC(C)(C)N1O.CC1(C)CCCC(C)(C)N1O.OCCO", "species": ["C", "H", "H", "C", "C", "H", "C", "H", "H", "H", "O", "C", "C", "H", "O", "H", "H", "H", "H", "C", "H", "H", "H", "H", "H", "H", "H", "H", "N", "N", "H", "C", "H", "C", "H", "H", "H", "H", "H", "C", "H", "H", "H", "H", "O", "C", "C", "H", "H", "O", "H", "C", "H", "H", "H", "C", "C", "C", "C", "H", "C", "H", "H", "H", "H", "C", "H", "C", "H", "H"], "positions_angstrom": [[6.454, 2.954, -3.711], [-4.835, -3.649, 2.653], [-1.676, -2.024, 3.822], [4.486, 5.330, -4.987], [2.291, 4.289, -5.945], [-0.948, -1.094, 4.851], [-2.244, -1.057, -3.353], [5.344, 5.207, -5.647], [-3.601, 0.343, 6.167], [-4.553, -1.135, 3.835], [4.709, 2.648, -6.393], [-2.291, -4.332, 5.935], [5.088, 0.715, -4.188], [6.255, 3.989, -3.436], [-1.955, -3.195, -4.351], [-2.642, -2.984, 7.503], [-6.767, -3.395, 4.560], [4.621, 4.424, -2.392], [-4.058, -5.069, 3.289], [3.492, 4.113, -4.913], [-4.091, -4.521, 6.813], [-2.368, -0.399, 4.020], [7.153, 2.915, -4.547], [5.792, 0.637, -5.017], [4.961, 5.625, -4.051], [3.995, 6.253, -5.296], [2.675, 4.426, -6.956], [-1.161, -2.663, 6.915], [4.273, 2.885, -5.081], [-4.295, -2.138, 5.377], [7.031, 2.422, -2.955], [-3.087, -0.455, 6.701], [3.462, 1.716, -2.518], [-2.389, -2.561, -3.225], [-3.211, -3.502, 3.199], [4.183, 0.275, -4.606], [1.880, 5.281, -5.758], [-3.402, -2.869, -2.963], [-3.092, -0.541, -3.804], [-2.924, -1.706, 5.741], [2.691, 5.278, -3.283], [-1.686, -4.385, 5.029], [5.500, 0.159, -3.346], [-1.731, -2.895, -2.423], [-5.003, -1.139, 4.683], [-2.155, -2.892, 6.532], [5.067, 2.260, -3.962], [3.238, 3.803, -1.398], [-6.303, -4.910, 5.313], [-2.464, -0.500, -2.019], [1.877, 3.707, -3.476], [4.295, 2.412, -2.625], [-2.154, 0.067, 6.914], [-2.519, 0.456, -2.084], [5.414, 3.297, -6.340], [3.750, 3.769, -2.360], [2.832, 4.228, -3.537], [-3.751, -4.564, 5.779], [-4.156, -3.993, 3.433], [-1.393, -0.678, -3.920], [-1.980, -1.270, 4.548], [-6.230, -3.521, 6.184], [-3.597, -0.741, 7.621], [-1.829, -5.079, 6.580], [-2.315, -2.825, -5.160], [-4.525, -3.564, 4.890], [5.014, 2.196, -1.835], [-6.004, -3.871, 5.177], [-3.872, -5.612, 5.505], [1.439, 3.651, -5.709]]}